Run a
Below is a molecular structure, C32H31I2N5O2RhS4Si, with properties calculated with wB97M-V/def2-TZVPD.

Each line ends with the Löwdin spin population.
Element x y z (Å)
Rh  -0.95  2.68  -1.39  1.371
N  -0.99  1.85  -5.65  0.102
C  -0.80  2.09  -4.33  0.142
S  -1.82  3.24  -3.53  0.231
N  0.20  1.43  -3.76  0.142
N  0.37  1.71  -2.49  0.443
C  1.53  1.09  -1.86  0.025
C  2.40  2.21  -1.36  0.022
C  3.76  2.21  -1.65  0.005
C  4.60  3.19  -1.16  0.013
C  4.05  4.21  -0.39  0.005
C  2.69  4.25  -0.12  0.013
C  1.84  3.25  -0.60  0.013
O  0.55  3.34  -0.28  0.159
H  -1.89  2.09  -6.03  0.008
H  -0.54  1.04  -6.02  0.003
H  2.03  0.49  -2.61  -0.001
H  4.17  1.40  -2.26  0.000
H  5.66  3.18  -1.38  0.001
H  4.69  5.00  0.00  0.000
H  2.25  5.05  0.46  0.000
C  4.24  -1.15  -0.06  0.000
C  2.96  -1.19  0.78  0.001
C  2.92  0.10  1.63  0.000
C  2.99  -2.41  1.72  0.000
Si  1.41  -1.24  -0.32  0.002
O  1.04  0.31  -0.80  0.017
C  1.61  -2.30  -1.86  0.000
C  0.89  -1.97  -3.01  0.000
C  0.93  -2.77  -4.15  0.000
C  1.70  -3.93  -4.15  0.000
C  2.40  -4.29  -3.01  0.000
C  2.35  -3.48  -1.88  0.000
C  -0.06  -1.89  0.62  0.001
C  -0.45  -1.33  1.84  0.000
C  -1.58  -1.76  2.51  0.000
C  -2.37  -2.76  1.95  0.000
C  -2.00  -3.33  0.74  0.000
C  -0.86  -2.89  0.09  0.001
H  5.11  -1.10  0.61  0.000
H  4.28  -0.27  -0.70  0.000
H  4.36  -2.04  -0.69  0.000
H  3.82  0.13  2.26  0.000
H  2.06  0.14  2.29  0.000
H  2.91  0.99  1.01  0.000
H  3.91  -2.38  2.32  0.000
H  2.99  -3.36  1.18  0.000
H  2.14  -2.42  2.40  0.000
H  0.26  -1.08  -3.03  0.000
H  0.37  -2.49  -5.03  0.000
H  1.74  -4.56  -5.03  0.000
H  2.99  -5.20  -2.99  0.000
H  2.90  -3.79  -1.00  0.000
H  0.12  -0.51  2.27  0.000
H  -1.87  -1.29  3.44  0.000
H  -3.27  -3.09  2.46  0.000
H  -2.62  -4.10  0.29  0.000
H  -0.59  -3.35  -0.86  0.000
I  -2.75  4.02  0.00  0.313
I  -1.04  6.76  -0.21  0.660
S  -7.03  -0.61  1.37  0.003
C  -5.50  -0.17  0.90  0.003
S  -4.92  -0.30  -0.72  0.014
C  -3.37  0.39  -0.26  0.037
N  -3.31  0.70  0.98  0.034
N  -4.49  0.37  1.62  0.005
C  -4.51  0.68  3.02  0.000
C  -3.97  1.89  3.42  0.002
C  -3.93  2.20  4.77  0.000
C  -4.43  1.31  5.71  0.000
C  -4.96  0.09  5.29  0.000
C  -5.00  -0.23  3.95  0.000
S  -2.12  0.49  -1.45  0.205
H  -3.56  2.56  2.68  0.003
H  -3.50  3.14  5.09  0.000
H  -4.40  1.56  6.77  0.000
H  -5.34  -0.61  6.02  0.000
H  -5.40  -1.18  3.61  0.000

Output
Expectation value of S²: 6.02
Spin multiplicity: 5
E_LUMO (spin up / spin down): 1.96 / 0.66 eV
Charge: -1
HOMO-LUMO gap (spin up / spin down): 6.9 / 6.0 eV

***

Run b
Below is a molecular structure, C32H31I2N5O2RhS4Si, with properties calculated with wB97M-V/def2-TZVPD.

Each line ends with the Löwdin spin population.
Element x y z (Å)
Rh  0.51  1.73  -0.82  1.390
N  -0.25  5.83  0.38  0.012
C  -0.15  4.66  -0.31  0.029
S  1.45  3.99  -0.54  0.228
N  -1.24  4.16  -0.81  0.017
N  -0.96  3.04  -1.56  0.100
C  -1.56  2.92  -2.69  0.000
C  -1.23  1.93  -3.68  0.018
C  -2.10  1.73  -4.76  -0.005
C  -1.82  0.84  -5.77  0.021
C  -0.61  0.14  -5.73  -0.006
C  0.28  0.33  -4.70  0.016
C  -0.01  1.21  -3.64  -0.004
O  0.88  1.29  -2.67  0.124
H  0.53  6.06  0.98  0.003
H  -1.17  6.06  0.74  0.001
H  -2.32  3.67  -2.93  0.003
H  -3.02  2.30  -4.77  -0.001
H  -2.51  0.69  -6.58  0.001
H  -0.37  -0.57  -6.51  -0.001
H  1.22  -0.22  -4.64  0.001
C  2.34  2.73  3.38  0.001
C  1.91  1.29  3.07  0.002
C  2.13  0.45  4.33  0.000
C  2.84  0.76  1.98  0.014
Si  0.08  1.30  2.52  0.014
O  -0.12  1.86  1.01  0.108
C  -0.84  2.49  3.67  0.000
C  -0.79  3.87  3.43  0.001
C  -1.43  4.78  4.26  0.000
C  -2.13  4.32  5.37  0.000
C  -2.19  2.96  5.63  0.000
C  -1.56  2.06  4.78  0.000
C  -0.85  -0.34  2.69  0.003
C  -0.75  -1.25  3.74  0.000
C  -1.55  -2.39  3.79  0.001
C  -2.47  -2.64  2.79  0.000
C  -2.61  -1.73  1.75  -0.001
C  -1.81  -0.60  1.71  -0.001
H  3.39  2.74  3.68  0.000
H  1.76  3.18  4.19  0.000
H  2.24  3.37  2.50  0.001
H  3.16  0.57  4.68  0.000
H  1.97  -0.61  4.13  0.000
H  1.47  0.75  5.15  0.000
H  3.89  0.95  2.26  0.001
H  2.67  1.26  1.02  0.008
H  2.73  -0.31  1.83  0.005
H  -0.25  4.23  2.56  0.001
H  -1.37  5.84  4.05  0.000
H  -2.63  5.03  6.02  0.000
H  -2.75  2.60  6.48  0.000
H  -1.64  1.00  4.98  0.000
H  -0.04  -1.09  4.54  0.000
H  -1.43  -3.09  4.61  0.000
H  -3.08  -3.53  2.82  0.000
H  -3.32  -1.92  0.96  0.000
H  -1.92  0.10  0.88  -0.001
I  0.75  -0.96  -0.60  0.544
I  1.56  -3.54  1.15  0.725
S  -1.14  -4.97  -6.28  0.007
C  -1.06  -4.12  -4.86  0.004
S  -2.21  -2.87  -4.46  0.022
C  -1.34  -2.52  -2.98  0.049
N  -0.31  -3.27  -2.81  0.010
N  -0.17  -4.17  -3.85  0.001
C  0.99  -5.00  -3.76  0.001
C  2.14  -4.47  -3.20  0.000
C  3.27  -5.26  -3.07  0.000
C  3.25  -6.58  -3.50  0.000
C  2.09  -7.11  -4.05  0.000
C  0.95  -6.33  -4.18  0.000
S  -1.88  -1.24  -1.96  0.534
H  2.13  -3.45  -2.84  0.000
H  4.16  -4.84  -2.62  0.000
H  4.13  -7.20  -3.40  0.000
H  2.06  -8.14  -4.37  0.000
H  0.04  -6.73  -4.59  0.000

Output
Expectation value of S²: 6.03
Spin multiplicity: 5
E_LUMO (spin up / spin down): 2.07 / -0.12 eV
Charge: -1
HOMO-LUMO gap (spin up / spin down): 7.4 / 5.5 eV

***

run a is favored, and the nearest alternative lies 1.504 eV above it.

***

Run a
Below is C8H6N2O in the gas phase, with properties calculated with wB97M-V/def2-TZVPD.

Each line ends with the Löwdin charge.
Element x y z (Å)
H  -0.96  3.45  1.06  0.063
N  -0.36  2.66  0.93  0.171
C  -0.75  1.64  0.29  -0.354
O  -2.03  1.49  -0.19  0.062
C  -2.49  0.27  -0.60  -0.144
N  -1.83  -0.81  -0.78  0.148
C  -0.48  -0.75  -0.51  -0.226
C  0.34  -1.83  -0.74  -0.006
C  1.56  -1.88  -0.12  -0.081
C  2.08  -0.75  0.46  -0.079
C  1.35  0.44  0.48  -0.009
C  0.03  0.40  0.11  -0.112
H  -3.52  0.53  -0.72  0.131
H  0.06  -2.70  -1.23  0.092
H  2.32  -2.70  -0.12  0.122
H  3.09  -0.90  0.77  0.094
H  1.59  1.45  0.91  0.129

Output
SMILES string: [H]/N=c1\ocnc2ccccc12
E_LUMO: 0.51 eV
HOMO-LUMO gap: 9.4 eV

***

Run b
Below is C8H6N2O in the gas phase, with properties calculated with wB97M-V/def2-TZVPD.

Each line ends with the Löwdin charge.
Element x y z (Å)
C  -2.94  -0.59  0.11  -0.036
C  -2.05  -1.54  -0.31  -0.065
C  -0.69  -1.23  -0.40  0.009
C  -0.31  0.04  0.10  -0.201
C  1.13  0.45  0.07  -0.319
N  1.81  0.99  1.07  0.139
C  3.11  1.13  0.49  -0.111
C  3.09  0.62  -0.73  -0.155
O  1.87  0.23  -1.02  0.068
N  -1.18  0.94  0.61  0.135
C  -2.49  0.65  0.52  -0.100
H  -3.97  -0.89  0.17  0.103
H  -2.28  -2.38  -0.64  0.025
H  0.31  -1.94  -0.79  0.198
H  3.87  1.72  1.30  0.175
H  3.67  0.47  -1.54  0.094
H  -2.95  1.33  1.00  0.040

Output
SMILES string: c1ccc(-c2ncco2)nc1
E_LUMO: 0.64 eV
HOMO-LUMO gap: 9.8 eV

***

run a is favored, and the nearest alternative lies 2.259 eV above it.

***

Run a
Below is C6H12O2 in the gas phase, with properties calculated with wB97M-V/def2-TZVPD.

Each line ends with the Löwdin charge.
Element x y z (Å)
C  -2.09  -0.06  -1.79  -0.127
C  -0.62  0.41  -1.80  -0.245
C  -0.09  0.96  -0.43  -0.182
C  -0.43  0.04  0.80  -0.180
C  0.72  -0.86  1.19  -0.112
C  1.96  -0.13  1.71  -0.516
O  2.28  1.00  1.51  0.115
O  2.68  -0.98  2.48  0.084
H  -2.19  -1.02  -1.27  0.059
H  -2.36  -0.32  -2.81  0.064
H  -2.78  0.67  -1.36  0.079
H  -0.58  1.32  -2.40  0.097
H  -0.05  -0.44  -2.14  0.097
H  0.99  0.91  -0.47  0.085
H  -0.46  1.98  -0.36  0.108
H  -0.71  0.70  1.62  0.109
H  -1.27  -0.57  0.50  0.085
H  1.04  -1.43  0.32  0.135
H  0.50  -1.66  1.89  0.118
H  3.47  -0.51  2.80  0.127

Output
SMILES string: CCCCCC(=O)O
E_LUMO: 0.79 eV
HOMO-LUMO gap: 11.2 eV

***

Run b
Below is a molecular structure, C6H12O2, with properties calculated with wB97M-V/def2-TZVPD.

Each line ends with the Löwdin charge.
Element x y z (Å)
C  0.83  -0.17  -0.18  -0.338
C  -1.62  0.71  -0.56  -0.215
C  1.10  0.99  0.75  -0.053
C  1.34  0.10  -1.60  -0.047
C  -0.98  -1.18  1.57  0.074
C  -0.66  -0.66  -0.31  -0.470
O  -1.96  0.61  0.70  -0.047
O  -1.02  -1.66  -0.92  0.059
H  1.33  -1.07  0.20  0.137
H  -2.35  0.41  -1.31  0.124
H  -1.02  1.58  -0.85  0.100
H  1.15  -0.75  -2.26  0.087
H  2.17  1.20  0.74  0.089
H  0.59  1.90  0.44  0.082
H  0.81  0.78  1.78  0.073
H  2.41  0.28  -1.57  0.086
H  0.87  0.98  -2.04  0.085
H  -0.83  -0.50  2.40  0.048
H  -1.97  -1.62  1.55  0.061
H  -0.20  -1.93  1.47  0.064

Output
E_LUMO (spin up / spin down): -1.46 / -1.43 eV
HOMO-LUMO gap (spin up / spin down): 7.1 / 7.2 eV

***

Run c
Below is 2 unconnected molecules or ions with the total composition C6H12O2, with properties calculated with wB97M-V/def2-TZVPD.

Each line ends with the Löwdin charge.
Element x y z (Å)
C  -0.37  -2.54  1.79  -0.146
C  -0.78  -1.75  0.59  -0.178
C  -0.20  -0.63  0.07  -0.152
C  -0.77  0.36  -0.92  -0.232
C  0.30  0.45  -2.00  -0.163
C  1.27  1.67  -1.79  -0.191
O  1.84  1.78  -0.73  0.025
H  -1.24  -2.80  2.47  0.088
H  0.48  -2.12  2.46  0.102
H  0.01  -3.51  1.53  0.048
H  -1.82  -2.06  0.40  0.103
H  0.94  -0.38  0.35  0.154
H  -1.16  1.25  -0.33  0.125
H  -1.80  0.11  -1.30  0.122
H  -0.24  0.34  -3.05  0.144
H  0.97  -0.43  -2.05  0.113
H  1.23  2.59  -2.18  0.080
O  0.34  2.81  1.90  -0.066
H  -0.15  2.15  1.39  0.004
H  1.17  2.71  1.39  0.020

Output
SMILES string: C/C=C/CCC=O.O
E_LUMO: 0.55 eV
HOMO-LUMO gap: 9.8 eV

***

Run d
Below is C6H12O2 in the gas phase, with properties calculated with wB97M-V/def2-TZVPD.

Each line ends with the Löwdin charge.
Element x y z (Å)
C  -1.57  -1.42  -0.87  -0.081
C  -0.59  -0.64  0.01  -0.432
C  -0.96  -0.63  1.49  -0.055
C  -0.34  0.74  -0.55  -0.190
C  0.80  1.56  0.09  -0.093
C  2.07  0.76  0.14  -0.543
O  2.52  0.21  1.12  0.108
O  2.68  0.74  -1.05  0.106
H  -2.62  -1.13  -0.71  0.079
H  -1.36  -1.25  -1.93  0.074
H  -1.45  -2.49  -0.75  0.076
H  0.32  -1.23  -0.12  0.128
H  -0.31  -1.26  2.09  0.081
H  -1.93  -1.06  1.73  0.073
H  -0.87  0.37  1.91  0.066
H  -0.18  0.71  -1.63  0.112
H  -1.27  1.34  -0.56  0.128
H  0.98  2.46  -0.50  0.122
H  0.49  1.79  1.10  0.113
H  3.59  0.41  -1.01  0.125

Output
SMILES string: CC(C)CCC(=O)O
E_LUMO: 0.78 eV
HOMO-LUMO gap: 11.2 eV

***

run d is favored, and the nearest alternative lies 0.212 eV above it.